Entry 1:
DFT (wB97M-V/def2-TZVPD) results for 6 unconnected molecules or ions with the total composition C18H36O18.

The geometry in XYZ format:
```
72
C18H36O18 (wB97M-V/def2-TZVPD)
C -34.722 -34.057 1.849
O -34.769 -32.783 2.456
C -33.770 -31.927 2.360
O -32.718 -32.084 1.795
O -34.159 -30.896 3.150
C -33.291 -29.776 3.382
H -34.066 -34.787 2.324
H -34.414 -33.942 0.809
H -35.673 -34.590 1.839
H -32.644 -29.537 2.538
H -32.545 -29.864 4.171
H -33.876 -28.867 3.519
C -25.259 -25.778 7.331
O -24.294 -24.861 7.859
C -24.685 -23.585 8.145
O -25.770 -23.104 7.897
O -23.662 -22.904 8.561
C -23.617 -21.495 8.629
H -25.646 -25.423 6.375
H -26.053 -25.729 8.076
H -24.893 -26.800 7.236
H -24.595 -21.061 8.840
H -23.359 -21.017 7.684
H -23.101 -21.060 9.485
C -31.405 -26.069 10.656
O -31.024 -26.275 11.975
C -30.040 -25.562 12.478
O -29.388 -24.700 11.938
O -29.731 -26.106 13.650
C -28.562 -25.698 14.493
H -32.285 -25.431 10.738
H -31.863 -26.975 10.259
H -30.657 -25.720 9.943
H -28.812 -26.050 15.494
H -28.504 -24.609 14.502
H -27.626 -26.134 14.146
C -26.729 -35.276 3.775
O -27.377 -35.084 2.543
C -27.950 -33.964 2.246
O -27.848 -32.913 2.917
O -28.743 -34.154 1.158
C -29.591 -33.194 0.687
H -26.773 -36.319 4.085
H -27.225 -34.739 4.583
H -25.681 -34.977 3.737
H -30.017 -33.533 -0.258
H -29.155 -32.215 0.493
H -30.383 -33.125 1.433
C -29.366 -30.116 4.361
O -29.774 -29.230 5.453
C -28.937 -28.268 5.938
O -27.748 -28.083 5.594
O -29.584 -27.538 6.896
C -28.887 -26.321 7.357
H -30.239 -30.575 3.898
H -28.704 -30.907 4.714
H -28.962 -29.568 3.510
H -29.340 -26.178 8.338
H -29.100 -25.632 6.539
H -27.814 -26.507 7.386
C -27.348 -27.142 2.106
O -27.770 -27.728 0.882
C -29.049 -28.292 0.762
O -29.901 -28.318 1.562
O -29.171 -28.738 -0.495
C -30.303 -29.312 -0.904
H -27.947 -26.286 2.414
H -26.325 -26.776 2.014
H -27.283 -27.872 2.914
H -30.334 -29.557 -1.966
H -31.104 -28.626 -0.628
H -30.515 -30.194 -0.300
```

Values from the calculation:
Charge = +1
Expectation value of S² = 0.7563
DFT total energy = -56091.621 eV
Kohn-Sham gap (spin up / spin down) = 8.8 / 2.5 eV
ΔE to the lowest compared entry with this formula, charge and spin = 0.0475 eV
2S+1 = 2

=====

Entry 2:
DFT (wB97M-V/def2-TZVPD) results for a molecular structure, C30H17CrF15GeN3O5S2.

The geometry in XYZ format:
```
74
C30H17CrF15GeN3O5S2 (wB97M-V/def2-TZVPD)
Cr 0.232 -3.137 1.067
O 2.267 -3.303 1.771
C 3.110 -3.652 0.640
C 2.532 -2.992 -0.593
N 1.138 -3.458 -0.798
C 1.069 -4.899 -1.124
C 0.905 -5.769 0.123
O 1.240 -6.939 0.079
O 0.380 -5.142 1.126
C 0.362 -2.628 -1.754
C -1.017 -2.306 -1.179
O -1.691 -1.445 -1.702
O -1.358 -3.026 -0.124
H 2.374 -3.968 2.461
H 3.138 -4.737 0.532
H 4.119 -3.285 0.812
H 3.163 -3.212 -1.459
H 2.494 -1.917 -0.432
H 1.944 -5.219 -1.689
H 0.183 -5.080 -1.730
H 0.249 -3.134 -2.714
H 0.857 -1.676 -1.935
C -3.991 -0.214 0.446
C -3.406 -0.414 1.804
C -3.695 0.346 2.903
C -3.007 0.071 4.087
N -2.161 -0.947 4.200
C -1.891 -1.682 3.122
S -0.810 -3.016 3.235
N -2.518 -1.414 1.949
C -3.161 0.960 5.280
H -4.602 0.687 0.419
H -4.608 -1.075 0.176
H -3.188 -0.143 -0.294
H -4.402 1.162 2.840
H -2.186 -1.908 1.105
H -4.202 1.244 5.442
H -2.590 1.874 5.098
H -2.757 0.467 6.161
F 0.611 3.821 0.947
C 1.776 3.153 0.883
C 1.899 1.970 0.180
C 3.181 1.444 0.144
F 3.431 0.313 -0.555
C 4.268 2.010 0.776
F 5.485 1.453 0.707
C 4.088 3.177 1.491
F 5.122 3.752 2.115
C 2.838 3.752 1.540
F 2.668 4.897 2.217
Ge 0.544 0.793 -0.827
S 0.570 -0.790 1.077
C 1.215 1.792 -2.605
C 1.779 1.038 -3.613
F 1.968 -0.294 -3.459
C 2.184 1.569 -4.824
F 2.729 0.801 -5.779
C 2.025 2.921 -5.048
F 2.417 3.462 -6.207
C 1.470 3.715 -4.064
F 1.332 5.031 -4.284
C 1.077 3.138 -2.872
F 0.550 3.976 -1.954
C -1.220 1.764 -0.616
C -2.043 1.972 -1.711
F -1.701 1.524 -2.927
C -3.249 2.643 -1.629
F -4.015 2.831 -2.711
C -3.672 3.122 -0.406
F -4.835 3.775 -0.303
C -2.904 2.895 0.716
F -3.341 3.331 1.909
C -1.713 2.204 0.601
F -1.053 1.971 1.742
```

Values from the calculation:
Charge = -1
Expectation value of S² = 6.0501
DFT total energy = -193467.183 eV
Kohn-Sham gap (spin up / spin down) = 5.5 / 7.4 eV
ΔE to the lowest compared entry with this formula, charge and spin = 0.7991 eV
2S+1 = 5